Below is a structure of composition C37H51BN7O5PSV, with properties calculated with ωB97M-V with the def2-TZVPD basis set.

The geometry in XYZ format:
```
104
C37H51BN7O5PSV | the OMol25 dataset | ωB97M-V with the def2-TZVPD basis set
V 0.068 0.201 -0.314
N 2.627 1.143 -2.828
C 2.860 1.443 -1.544
N 2.076 1.167 -0.519
C 2.662 1.650 0.669
C 2.088 1.599 1.934
C 2.791 2.108 3.013
C 4.056 2.668 2.850
C 4.633 2.740 1.594
C 3.920 2.233 0.519
S 4.366 2.228 -1.161
H 1.687 0.944 -3.148
H 3.278 1.467 -3.523
H 1.101 1.183 2.080
H 2.350 2.070 4.000
H 4.589 3.056 3.707
H 5.609 3.184 1.456
C -0.225 0.007 4.386
C 0.029 -0.783 3.123
O -0.523 -0.114 1.973
H 0.208 -0.505 5.246
H -1.296 0.113 4.567
H 0.213 1.005 4.320
H -0.401 -1.785 3.196
H 1.095 -0.893 2.923
H -1.487 -0.107 2.057
C 7.057 -2.238 -0.919
C 6.304 -3.490 -1.343
N 4.851 -3.341 -1.219
C 4.069 -3.224 -2.445
C 4.313 -1.919 -3.183
C 4.330 -3.443 0.024
O 4.995 -3.692 1.015
C 2.851 -3.219 0.195
C 2.052 -4.228 0.711
C 0.708 -3.974 0.921
C 0.220 -2.709 0.657
N 0.995 -1.716 0.204
C 2.282 -1.982 -0.044
H 8.130 -2.382 -1.051
H 6.870 -2.024 0.132
H 6.754 -1.376 -1.515
H 6.612 -4.336 -0.730
H 6.513 -3.736 -2.385
H 3.012 -3.330 -2.204
H 4.329 -4.067 -3.091
H 4.092 -1.066 -2.540
H 3.672 -1.860 -4.064
H 5.349 -1.837 -3.512
H 2.485 -5.193 0.941
H 0.041 -4.738 1.294
H -0.820 -2.461 0.822
H 2.876 -1.169 -0.442
O -1.698 -0.470 -0.447
N -2.640 -0.938 -1.216
C -3.582 -1.526 -0.556
C -3.489 -1.618 0.876
N -3.324 -1.607 2.014
C -4.700 -2.074 -1.258
N -5.604 -2.526 -1.800
O -0.024 0.059 -3.557
B 0.227 -0.597 -2.337
O 0.539 -1.931 -2.594
C 0.473 -2.097 -3.962
C 0.691 -3.236 -4.704
C 0.565 -3.108 -6.086
C 0.232 -1.893 -6.677
C 0.007 -0.750 -5.912
C 0.138 -0.893 -4.551
H 0.938 -4.179 -4.236
H 0.722 -3.975 -6.712
H 0.137 -1.836 -7.752
H -0.266 0.195 -6.362
C -2.875 4.411 -1.623
C -2.452 2.961 -1.381
C -2.386 2.197 -2.706
P -0.945 2.709 -0.335
C -1.517 3.020 1.408
C -1.877 4.435 1.866
C -2.725 2.112 1.687
C 0.357 3.937 -0.812
C 0.613 3.803 -2.319
C 0.203 5.413 -0.434
H -3.842 4.418 -2.130
H -2.168 4.927 -2.274
H -2.976 4.990 -0.708
H -3.227 2.479 -0.775
H -1.658 2.635 -3.388
H -3.360 2.244 -3.196
H -2.128 1.150 -2.570
H -0.674 2.675 2.014
H -2.720 4.834 1.303
H -1.054 5.138 1.799
H -2.188 4.391 2.912
H -3.649 2.610 1.387
H -2.807 1.912 2.757
H -2.691 1.164 1.150
H 1.241 3.566 -0.290
H -0.110 4.390 -2.886
H 0.542 2.774 -2.672
H 1.606 4.186 -2.561
H -0.777 5.815 -0.686
H 0.948 5.991 -0.986
H 0.388 5.585 0.624
```

Results
2S+1	3
energy above the lowest of the compared OMol25 structures with the same formula, charge and spin	13.91	kcal/mol
total charge	+1
E_tot	-3908.2989	hartree
<S²>	2.03

---

Below is a cluster of 10 separate species, C37H51F3O30 in total, with properties calculated with ωB97M-V with the def2-TZVPD basis set.

The geometry in XYZ format:
```
121
C37H51F3O30 | the OMol25 dataset | ωB97M-V with the def2-TZVPD basis set
O -0.488 3.498 -1.750
C -0.582 3.852 -0.625
O 0.003 4.928 -0.072
C -0.176 4.847 1.354
C -1.408 3.984 1.467
F -2.552 4.746 1.367
O -1.353 3.198 0.306
H 0.689 4.358 1.804
H -0.282 5.858 1.735
H -1.451 3.424 2.392
O 7.862 -2.471 1.139
C 6.818 -2.842 1.534
O 6.583 -3.250 2.819
C 5.172 -3.275 3.010
C 4.696 -3.564 1.592
F 3.472 -3.007 1.339
O 5.672 -2.945 0.802
H 4.884 -4.054 3.706
H 4.804 -2.292 3.312
H 4.595 -4.628 1.374
O -2.584 -2.098 -6.627
C -2.295 -2.810 -5.735
O -1.637 -2.433 -4.615
C -1.390 -3.561 -3.810
C -2.244 -4.663 -4.444
F -3.377 -4.849 -3.698
O -2.578 -4.155 -5.689
H -0.337 -3.844 -3.735
H -1.683 -3.447 -2.762
H -1.702 -5.604 -4.509
C 0.409 1.184 4.310
C 1.248 1.118 5.550
C 2.738 0.806 5.344
O 3.394 1.731 6.215
C 2.514 2.690 6.628
O 2.838 3.630 7.271
O 1.277 2.407 6.198
H -0.505 1.757 4.489
H 0.092 0.191 3.987
H 0.892 1.668 3.458
H 0.795 0.430 6.267
H 3.063 0.927 4.312
H 2.946 -0.183 5.752
C -6.296 -4.965 -1.288
C -5.584 -3.803 -1.928
C -6.319 -2.469 -1.728
O -5.319 -1.586 -1.224
C -4.158 -2.258 -1.055
O -3.164 -1.752 -0.633
O -4.300 -3.560 -1.347
H -7.373 -4.828 -1.386
H -6.100 -5.007 -0.211
H -5.985 -5.937 -1.663
H -5.460 -4.031 -2.986
H -7.144 -2.579 -1.017
H -6.788 -2.084 -2.633
C -2.571 -0.668 2.461
C -3.346 0.517 1.877
C -4.855 0.438 2.042
O -5.195 1.756 2.509
C -4.085 2.380 2.961
O -4.080 3.416 3.531
O -2.978 1.623 2.717
H -1.525 -0.355 2.473
H -2.602 -1.535 1.798
H -2.928 -0.912 3.458
H -3.036 0.650 0.839
H -5.112 -0.256 2.845
H -5.420 0.229 1.140
C 1.720 -1.691 -4.278
C 2.175 -3.055 -4.725
C 3.637 -3.128 -5.214
O 4.221 -4.142 -4.425
C 3.339 -4.623 -3.525
O 3.538 -5.527 -2.781
O 2.199 -3.906 -3.562
H 1.413 -1.062 -5.114
H 2.504 -1.188 -3.718
H 0.821 -1.782 -3.669
H 1.498 -3.480 -5.468
H 4.161 -2.180 -5.099
H 3.661 -3.386 -6.273
C -0.045 -0.658 -0.535
C 1.229 -0.617 0.255
C 2.513 -0.445 -0.547
O 2.918 0.900 -0.296
C 2.187 1.434 0.697
O 2.379 2.531 1.126
O 1.184 0.613 1.055
H -0.037 -1.478 -1.259
H -0.085 0.211 -1.202
H -0.941 -0.638 0.074
H 1.256 -1.425 0.987
H 2.324 -0.536 -1.615
H 3.313 -1.131 -0.278
C 5.451 4.255 1.859
C 4.284 4.503 2.780
C 4.646 5.235 4.080
O 3.581 6.191 4.230
C 2.895 6.284 3.073
O 1.965 6.996 2.873
O 3.444 5.485 2.135
H 5.116 3.783 0.935
H 6.147 3.538 2.310
H 5.996 5.165 1.615
H 3.731 3.579 2.952
H 5.580 5.785 3.978
H 4.645 4.590 4.949
C -3.890 2.112 -2.012
C -3.259 1.248 -3.071
C -3.089 1.859 -4.463
O -1.802 1.411 -4.869
C -1.087 1.064 -3.779
O 0.083 0.848 -3.797
O -1.865 1.062 -2.680
H -4.946 2.280 -2.248
H -3.434 3.104 -2.048
H -3.772 1.687 -1.022
H -3.664 0.235 -3.117
H -3.138 2.948 -4.420
H -3.811 1.460 -5.171
```

Results
energy above the lowest of the compared OMol25 structures with the same formula, charge and spin	0.00	kcal/mol
total charge	0
E_tot	-3997.4747	hartree
SMILES	O=C1OC[C@@H](F)O1.O=C1OC[C@@H](F)O1.O=C1OC[C@@H](F)O1.C[C@H]1COC(=O)O1.C[C@H]1COC(=O)O1.C[C@H]1COC(=O)O1.C[C@H]1COC(=O)O1.C[C@H]1COC(=O)O1.C[C@H]1COC(=O)O1.C[C@H]1COC(=O)O1